1.
62
Properties=species:S:1:pos:R:3:lowdin_charge:R:1 method="wB97M-V/def2-TZVPD" e_above_lowest_kj_mol=0.0 homo_energy_ev=-11.6 charge=+1 e_lumo_ev=-3.242
Pt -0.556 -1.644 -0.596 0.99
N 1.628 -3.161 1.102 0.14
C 2.185 -2.379 0.121 -0.28
C 3.580 -2.273 0.074 0.02
C 4.172 -1.645 -0.992 -0.02
C 3.374 -1.140 -2.016 -0.04
C 2.017 -1.222 -1.884 -0.13
N 1.425 -1.801 -0.811 -0.10
C 0.410 -3.817 1.177 -0.28
C 0.272 -4.811 2.147 0.01
C -0.913 -5.502 2.238 -0.03
C -1.950 -5.202 1.360 -0.03
C -1.752 -4.207 0.437 -0.09
N -0.592 -3.520 0.346 -0.04
H 2.292 -3.478 1.791 0.15
H 4.172 -2.723 0.858 0.13
H 5.249 -1.571 -1.046 0.13
H 3.800 -0.667 -2.888 0.12
H 1.338 -0.823 -2.623 0.12
H 1.099 -5.035 2.808 0.12
H -1.030 -6.276 2.984 0.12
H -2.895 -5.721 1.396 0.12
H -2.526 -3.904 -0.253 0.12
F -4.472 -1.371 -1.913 0.22
B -3.259 -0.808 -1.807 -1.19
F -2.595 -1.566 -0.539 -0.21
F -3.228 0.512 -1.429 0.14
F -2.365 -1.056 -2.824 0.12
C -0.676 4.264 -3.914 -0.07
C -1.030 2.953 -4.198 -0.06
C -0.987 1.989 -3.199 -0.11
C -0.579 2.352 -1.919 -0.37
C -0.221 3.666 -1.630 -0.12
C -0.274 4.623 -2.633 -0.07
Sb -0.475 0.902 -0.409 1.56
C 1.384 1.412 0.483 -0.36
C 1.560 1.452 1.865 -0.11
C 2.805 1.752 2.402 -0.07
C 3.881 2.023 1.568 -0.07
C 3.708 2.006 0.191 -0.08
C 2.466 1.700 -0.348 -0.15
C -1.862 1.360 1.105 -0.36
C -2.860 2.302 0.885 -0.11
C -3.792 2.562 1.878 -0.06
C -3.735 1.876 3.084 -0.07
C -2.751 0.922 3.297 -0.07
C -1.816 0.658 2.306 -0.15
H -0.715 5.014 -4.694 0.11
H -1.350 2.679 -5.195 0.11
H -1.290 0.972 -3.413 0.09
H 0.101 3.946 -0.633 0.11
H -0.004 5.647 -2.415 0.11
H 0.726 1.277 2.533 0.08
H 2.928 1.795 3.477 0.11
H 4.845 2.271 1.991 0.11
H 4.536 2.247 -0.465 0.11
H 2.337 1.724 -1.424 0.10
H -2.918 2.830 -0.059 0.10
H -4.569 3.295 1.706 0.11
H -4.467 2.078 3.855 0.11
H -2.714 0.377 4.232 0.11
H -1.070 -0.113 2.470 0.09



2.
95
Properties=species:S:1:pos:R:3:lowdin_charge:R:1 method="wB97M-V/def2-TZVPD" homo_energy_ev=-4.2 charge=-1 e_lumo_ev=2.114
Na -0.004 0.794 0.288 0.21
C 2.161 2.438 0.671 -0.07
C 2.863 1.202 0.639 -0.16
C 2.403 0.438 1.762 -0.16
C 1.446 1.246 2.440 -0.09
C 1.313 2.487 1.795 -0.27
C 0.558 3.706 2.293 -0.56
C 1.475 4.935 2.267 -0.06
C -0.671 3.986 1.417 -0.06
C 0.073 3.493 3.729 -0.07
C 2.840 -0.866 2.453 -0.53
C 1.603 -1.640 2.954 -0.06
C 3.709 -0.511 3.675 -0.05
C 3.626 -1.866 1.601 -0.06
C 4.031 1.003 -0.328 -0.53
C 3.876 -0.235 -1.230 -0.04
C 4.153 2.193 -1.292 -0.08
C 5.358 0.950 0.451 -0.05
H 2.315 3.264 -0.009 0.09
H 0.990 0.994 3.388 0.09
H 1.768 5.184 1.245 0.07
H 2.385 4.744 2.841 0.09
H 0.965 5.806 2.696 0.08
H -0.386 4.076 0.365 0.08
H -1.181 4.910 1.715 0.08
H -1.380 3.160 1.513 0.06
H 0.913 3.308 4.404 0.09
H -0.607 2.638 3.790 0.08
H -0.466 4.380 4.080 0.08
H 1.069 -1.102 3.739 0.07
H 1.906 -2.610 3.364 0.08
H 0.903 -1.821 2.134 0.08
H 3.158 0.139 4.358 0.08
H 4.611 0.022 3.363 0.08
H 4.012 -1.415 4.217 0.08
H 3.014 -2.218 0.774 0.05
H 3.883 -2.733 2.218 0.08
H 4.555 -1.459 1.207 0.05
H 3.063 -0.065 -1.943 0.07
H 3.644 -1.136 -0.671 0.04
H 4.794 -0.413 -1.803 0.08
H 3.230 2.336 -1.860 0.08
H 4.963 1.997 -2.003 0.08
H 4.385 3.120 -0.763 0.08
H 5.413 0.091 1.118 0.05
H 5.451 1.848 1.066 0.09
H 6.211 0.905 -0.237 0.08
C 0.384 -0.868 -3.770 -0.30
P -0.533 0.071 -2.462 0.92
C -0.346 1.728 -3.308 -0.27
C -2.291 -0.315 -2.883 -0.37
C -2.669 -0.734 -4.160 -0.10
C -4.004 -0.857 -4.510 -0.10
C -4.989 -0.523 -3.588 -0.09
C -4.629 -0.136 -2.310 -0.10
C -3.292 -0.082 -1.918 -0.40
P -2.741 0.350 -0.193 0.87
C -3.005 2.225 -0.760 -0.27
C -3.961 0.673 1.160 -0.31
H 0.120 -0.521 -4.769 0.03
H 0.188 -1.938 -3.683 0.03
H 1.453 -0.694 -3.626 0.02
H -0.902 1.794 -4.245 0.04
H 0.721 1.852 -3.514 0.03
H -0.647 2.542 -2.651 0.01
H -1.922 -0.966 -4.908 0.08
H -4.275 -1.194 -5.504 0.09
H -6.036 -0.583 -3.865 0.10
H -5.404 0.109 -1.592 0.10
H -4.078 2.390 -0.913 0.02
H -2.523 2.420 -1.716 0.00
H -2.659 2.973 -0.042 -0.01
H -4.967 0.901 0.797 0.04
H -3.592 1.566 1.669 0.03
H -3.992 -0.161 1.857 0.03
F -6.935 -3.190 0.302 0.03
C -5.593 -3.208 0.078 -0.29
C -4.860 -2.065 0.278 -0.11
C -3.469 -1.987 0.070 -0.10
C -2.865 -3.222 -0.275 -0.14
C -3.664 -4.345 -0.527 -0.24
F -3.103 -5.490 -1.013 0.04
C -5.030 -4.381 -0.372 0.03
C -1.391 -3.450 -0.343 -0.22
C -0.822 -4.469 0.439 -0.02
C 0.519 -4.758 0.314 -0.07
C 1.292 -3.996 -0.554 -0.08
C 0.674 -2.954 -1.218 -0.16
N -0.632 -2.692 -1.127 0.13
H -5.427 -1.194 0.592 0.08
H -5.612 -5.266 -0.590 0.12
H -1.445 -5.020 1.130 0.12
H 0.964 -5.565 0.886 0.10
H 2.345 -4.195 -0.699 0.10
H 1.248 -2.279 -1.853 0.07



| no. | E (eV) | maximum force (eV/Å) |
| --- | --- | --- |
| 1 | -55227.563 | 0.497 |
| 2 | -70153.485 | 0.918 |